(1)
A single C22H31N3O4 molecule. Source: the Open Molecules 2025 dataset; level of theory: the ωB97M-V functional and the def2-TZVPD basis.

Output
E_tot in eV: -35979.610
Multiplicity: 1
Energy above the lowest of the compared OMol25 structures with the same formula, charge and spin in kcal/mol: 15.66
Gap between HOMO and LUMO in eV: 9.611

Geometry (Å):
O  -1.965  3.239  2.029
O  -0.096  0.341  2.256
O  -1.782  0.617  -1.593
O  -0.566  2.673  0.372
N  -3.287  2.270  -1.743
N  -0.113  -0.752  0.265
N  1.950  -5.673  0.841
C  -4.070  1.830  0.896
C  0.443  3.513  0.979
C  2.167  0.183  -1.959
C  -2.201  0.151  1.134
C  -4.508  2.937  -1.298
C  0.001  -3.710  1.117
C  4.139  -1.109  -1.300
C  1.678  3.432  0.120
C  1.342  -3.343  1.063
C  1.341  -0.880  0.180
C  2.261  -4.386  0.939
C  2.922  -2.013  -1.559
C  -2.518  1.412  -1.028
C  -4.527  3.109  0.210
C  0.658  -5.991  0.865
C  -2.629  1.493  0.498
C  -1.703  2.581  1.058
C  -0.346  -5.047  1.007
C  1.832  -1.923  1.205
C  3.628  0.335  -1.513
C  1.693  -1.126  -1.307
C  -0.696  -0.063  1.271
H  -0.626  -0.711  -0.606
H  2.903  -2.303  -2.612
H  -5.373  2.342  -1.611
H  -0.764  -2.959  1.250
H  -2.656  -0.661  0.564
H  2.924  -1.929  1.191
H  2.451  4.079  0.534
H  1.781  0.070  0.502
H  1.470  3.751  -0.902
H  -4.577  3.904  -1.798
H  -4.113  1.937  1.978
H  -2.592  0.131  2.152
H  2.062  2.413  0.096
H  4.967  -1.355  -1.966
H  0.818  -1.543  -1.810
H  0.618  3.143  1.989
H  1.540  -1.539  2.185
H  2.119  0.076  -3.046
H  2.937  -2.932  -0.982
H  3.690  0.901  -0.581
H  0.419  -7.045  0.777
H  -3.180  2.135  -2.738
H  0.049  4.528  1.046
H  1.538  1.035  -1.692
H  3.323  -4.154  0.925
H  -1.382  -5.357  1.041
H  -4.715  0.992  0.611
H  4.217  0.883  -2.247
H  4.512  -1.238  -0.283
H  -3.873  3.930  0.507
H  -5.537  3.374  0.523


(2)
A molecular structure, C22H31N5O2SSi2Sr. Source: the Open Molecules 2025 dataset; level of theory: the ωB97M-V functional and the def2-TZVPD basis.

Output
E_tot in eV: -62292.971
Multiplicity: 1
Energy above the lowest of the compared OMol25 structures with the same formula, charge and spin in kcal/mol: 0.00
Gap between HOMO and LUMO in eV: 7.687

Geometry (Å):
Sr  0.045  -0.483  -0.155
S  1.553  0.521  -2.433
Si  -1.190  0.431  3.182
Si  -2.125  -2.378  1.848
O  0.734  -0.510  -3.059
O  2.460  0.019  -1.409
N  -1.649  1.410  -1.319
N  -0.835  2.278  -3.381
N  0.612  1.543  -1.663
N  4.770  3.271  -6.561
N  1.380  -1.778  1.626
C  2.590  -2.295  1.859
C  3.723  1.897  -3.316
C  -0.870  -1.131  2.284
C  2.021  -2.801  4.103
C  -1.397  -3.516  0.508
C  -0.652  1.758  -2.161
C  -2.085  2.532  -3.734
C  4.036  2.591  -5.604
C  0.447  -1.738  2.605
C  -1.405  0.310  5.054
C  2.962  -2.818  3.079
C  2.065  1.347  -4.977
C  0.289  1.574  2.877
C  -2.700  -3.503  3.245
C  2.519  1.302  -3.667
C  -2.894  1.700  -1.694
C  -3.175  2.299  -2.904
C  -3.666  -1.618  1.069
C  0.770  -2.266  3.868
C  2.820  1.987  -5.940
C  4.476  2.538  -4.278
C  -2.703  1.334  2.516
H  -2.221  -0.369  5.313
H  -4.291  -2.400  0.630
H  4.592  3.023  -7.520
H  -3.430  -4.241  2.901
H  1.233  1.083  3.130
H  -3.166  -2.915  4.039
H  3.953  -3.224  3.225
H  3.280  -2.278  1.023
H  -3.640  0.839  2.775
H  -4.274  -1.076  1.793
H  2.265  -3.206  5.077
H  0.229  2.494  3.464
H  -2.742  2.346  2.927
H  -2.060  -4.363  0.315
H  5.745  3.411  -6.359
H  -2.655  1.422  1.427
H  -0.499  -0.060  5.540
H  0.344  1.884  1.825
H  -3.405  -0.915  0.271
H  -1.862  -4.047  3.689
H  -0.424  -3.919  0.797
H  -2.226  2.965  -4.720
H  0.018  -2.249  4.644
H  4.067  1.842  -2.292
H  1.125  0.880  -5.235
H  -3.679  1.429  -0.995
H  -4.182  2.547  -3.200
H  -1.276  -3.022  -0.467
H  -1.632  1.287  5.489
H  5.417  3.003  -4.009
H  2.471  2.024  -6.965


(3)
A single C22H31NOS molecule. Source: the Open Molecules 2025 dataset; level of theory: the ωB97M-V functional and the def2-TZVPD basis.

Output
E_tot in eV: -37689.735
Multiplicity: 1
Energy above the lowest of the compared OMol25 structures with the same formula, charge and spin in kcal/mol: 1.21
Gap between HOMO and LUMO in eV: 8.912

Geometry (Å):
S  -1.585  -1.784  3.016
O  0.631  -2.548  -0.656
N  -0.434  -3.719  0.942
C  3.632  0.158  -1.683
C  1.736  1.797  -1.495
C  -1.213  2.712  -0.226
C  -3.658  -0.242  -1.442
C  0.655  -0.341  3.510
C  -2.488  -0.392  2.243
C  -3.621  -0.040  0.045
C  1.941  0.126  3.307
C  0.711  1.106  -0.578
C  -2.837  0.857  -2.151
C  0.097  -1.274  2.649
C  -2.646  -0.576  0.772
C  0.322  -2.689  0.512
C  -0.709  1.478  -0.911
C  3.113  1.284  -1.206
C  -4.683  0.841  0.638
C  2.679  -0.341  2.232
C  0.828  -1.748  1.562
C  5.008  -0.297  -1.290
C  2.120  -1.261  1.368
C  -1.400  0.728  -1.761
C  2.911  -0.757  -2.628
H  3.693  1.876  -0.509
H  -1.924  0.513  2.484
H  -1.296  2.532  0.846
H  -1.889  -1.177  0.290
H  0.931  1.369  0.460
H  -3.227  -1.211  -1.698
H  -4.249  1.582  1.308
H  -0.799  -3.745  1.880
H  -2.184  3.026  -0.596
H  4.969  -1.309  -0.886
H  -4.689  -0.214  -1.800
H  -5.394  0.246  1.212
H  1.458  1.597  -2.532
H  2.674  -1.616  0.514
H  5.661  -0.317  -2.162
H  2.303  -0.197  -3.335
H  0.070  0.013  4.347
H  -5.231  1.360  -0.143
H  -0.911  -0.145  -2.175
H  1.701  2.877  -1.339
H  3.620  -1.367  -3.183
H  2.361  0.852  3.988
H  -0.507  3.530  -0.369
H  -0.829  -4.337  0.251
H  -3.450  -0.359  2.754
H  5.447  0.361  -0.544
H  -3.242  1.835  -1.891
H  -2.937  0.723  -3.231
H  3.682  0.017  2.060
H  2.245  -1.424  -2.081
H  0.836  0.030  -0.689


(4)
A molecular structure, C22H32AsN5RhTe. Source: the Open Molecules 2025 dataset; level of theory: the ωB97M-V functional and the def2-TZVPD basis.

Output
E_tot in eV: -101922.393
Multiplicity: 5
Net charge: -1
Energy above the lowest of the compared OMol25 structures with the same formula, charge and spin in kcal/mol: 8.33
Gap between HOMO and LUMO (alpha / beta) in eV: 4.791 / 5.493

Geometry (Å):
Te  0.504  -2.410  0.620
Rh  -0.211  -0.126  -0.171
As  -0.206  0.898  2.038
N  3.105  1.371  -2.319
N  2.714  2.542  -1.793
N  1.970  2.266  -0.790
N  1.841  0.922  -0.660
N  -1.338  0.219  -1.654
C  -3.145  0.616  -4.802
C  2.553  0.393  -1.617
C  -0.900  0.262  4.846
C  0.214  -0.278  5.492
C  -4.406  0.124  -4.473
C  -4.620  -0.341  -3.176
C  0.519  0.065  6.801
C  5.474  1.226  -3.110
C  -0.749  1.170  -4.224
C  -1.697  1.157  5.557
C  -1.204  -0.097  3.427
C  -1.393  1.508  6.869
C  -3.844  -0.831  -0.823
C  5.798  -0.078  -2.386
C  -2.329  0.179  -2.548
C  1.506  1.253  2.901
C  -1.006  2.660  2.385
C  -2.115  0.653  -3.877
C  5.935  2.438  -2.305
C  -0.283  0.963  7.498
C  -3.621  -0.326  -2.217
C  3.990  1.313  -3.475
H  2.113  0.349  2.904
H  -2.043  2.648  2.049
H  5.510  -0.951  -2.978
H  3.794  2.207  -4.064
H  -2.247  0.108  3.183
H  -2.030  2.205  7.400
H  2.654  -0.664  -1.810
H  -3.156  -1.647  -0.584
H  0.002  0.378  -4.124
H  0.842  -0.979  4.953
H  5.396  2.505  -1.357
H  3.695  0.445  -4.063
H  -0.722  1.555  -5.246
H  -2.568  1.586  5.073
H  -0.963  2.932  3.442
H  7.001  2.362  -2.081
H  5.279  -0.134  -1.425
H  -4.871  -1.178  -0.693
H  6.867  -0.147  -2.182
H  -0.447  1.963  -3.533
H  -0.463  3.398  1.795
H  -3.637  -0.049  -0.087
H  -5.597  -0.730  -2.904
H  5.762  3.370  -2.848
H  5.995  1.227  -4.073
H  1.375  1.623  3.918
H  -0.045  1.232  8.520
H  -5.201  0.101  -5.208
H  1.388  -0.369  7.281
H  -1.015  -1.147  3.218
H  2.007  2.010  2.296
H  -2.957  0.983  -5.808


(5)
A molecular structure, C22H32BBeBr2Cl8F4MgN5O3P in a non-equilibrium geometry. Source: the Open Molecules 2025 dataset; level of theory: the ωB97M-V functional and the def2-TZVPD basis.

Output
E_tot in eV: -303849.359
Multiplicity: 1
Net charge: +1
Gap between HOMO and LUMO in eV: 1.448

Geometry (Å):
Br  -2.340  -7.237  -1.044
Br  -4.289  -2.377  -3.668
Cl  -0.881  -6.420  0.792
Cl  1.716  -6.818  -0.458
Cl  4.142  -6.696  2.003
Cl  -2.572  5.052  -3.084
Cl  -0.661  7.119  -3.833
Cl  1.549  -5.729  2.235
Cl  0.889  -8.521  1.750
Cl  -3.409  7.840  -3.188
P  -1.215  -2.378  1.240
Mg  2.490  1.978  2.619
F  4.113  1.405  9.256
F  3.841  0.240  7.205
F  5.969  1.102  7.807
F  4.217  2.584  7.198
O  -0.795  -3.745  1.986
O  -1.015  -1.115  2.418
O  -2.844  -2.626  0.680
N  -0.570  2.512  -0.638
N  -2.006  -0.164  -4.874
N  -2.344  4.398  -0.193
N  -2.237  1.390  -2.105
N  -2.895  2.538  -1.690
C  -0.062  1.084  3.151
C  0.818  -6.872  1.080
C  -0.703  -1.403  -1.550
C  -3.631  -1.386  0.657
C  -0.082  -2.254  -0.292
C  -0.824  1.274  -1.513
C  -0.907  -1.391  -7.134
C  6.134  1.989  3.169
C  3.959  0.244  3.087
C  5.380  1.868  2.001
C  -2.397  -1.393  -5.275
C  -1.902  3.222  -0.776
C  -1.056  0.443  -5.620
C  4.709  0.370  4.257
C  5.799  1.238  4.296
C  0.166  -0.015  -1.828
C  -0.451  0.115  1.843
C  4.296  0.993  1.960
C  -2.356  6.607  -3.904
C  -5.023  -1.447  1.553
C  -1.882  -2.042  -6.385
C  -0.484  -0.124  -6.747
B  4.535  1.333  7.867
Be  0.407  1.609  -3.244
H  -2.232  -3.030  -6.660
H  0.486  0.387  3.940
H  4.444  -0.210  5.137
H  -2.990  5.092  -0.676
H  -2.635  6.484  -4.954
H  -0.553  -2.078  -2.523
H  -3.988  -1.241  -0.474
H  -5.365  -0.312  1.677
H  6.982  2.668  3.201
H  -0.984  1.658  3.585
H  1.133  0.064  -1.166
H  -5.866  -1.962  0.888
H  -1.224  0.753  1.218
H  0.794  1.804  2.735
H  6.388  1.331  5.205
H  0.552  -0.022  1.255
H  -3.163  -1.858  -4.660
H  -2.532  0.612  -2.736
H  3.712  0.894  1.048
H  0.192  -3.347  -0.685
H  0.273  0.410  -7.310
H  3.112  -0.436  3.055
H  -3.043  -0.413  0.932
H  0.530  0.003  -2.955
H  -0.480  -1.868  -8.012
H  -2.057  4.535  0.822
H  0.964  -1.796  0.057
H  -1.853  -1.189  -1.485
H  -4.897  -1.993  2.587
H  5.640  2.455  1.125
H  -3.879  2.783  -1.962
H  -0.757  1.428  -5.275


(6)
A molecular structure, C22H32BHfN7 in a non-equilibrium geometry. Source: the Open Molecules 2025 dataset; level of theory: the ωB97M-V functional and the def2-TZVPD basis.

Output
E_tot in eV: -35735.570
Multiplicity: 1
Net charge: +2
Gap between HOMO and LUMO (alpha / beta) in eV: 5.987 / 5.986

Geometry (Å):
Hf  0.545  -0.545  -0.650
N  1.753  -3.370  -0.952
N  -0.984  -1.967  -0.891
N  1.848  -2.299  -0.069
N  1.165  -2.221  -3.079
N  -0.339  1.358  0.034
N  -0.679  -3.164  -1.550
N  1.330  -0.907  -2.614
C  -1.731  -3.977  -1.479
C  -2.150  4.080  3.852
C  -2.279  -2.077  -0.450
C  2.863  0.640  0.762
C  -1.859  2.766  3.174
C  1.634  -2.303  -4.325
C  -1.291  2.701  1.904
C  -0.945  1.467  1.295
C  2.624  -4.310  -0.594
C  2.806  -2.618  0.847
C  -2.764  -3.333  -0.802
C  -1.906  0.343  3.255
C  -2.165  1.582  3.838
C  -2.350  -0.878  4.000
C  0.208  2.210  -2.212
C  -0.283  2.573  -0.818
C  1.967  -0.218  -3.619
C  0.690  3.590  -0.222
C  3.310  -3.880  0.536
C  -1.241  0.286  2.020
C  -1.670  3.189  -1.006
C  2.115  -1.058  -4.720
B  0.739  -3.396  -2.159
H  2.319  0.296  1.635
H  -0.391  1.394  -2.647
H  -2.302  2.484  -1.556
H  0.540  3.776  0.844
H  2.302  0.801  -3.488
H  -2.143  -1.787  3.434
H  -1.126  3.658  1.411
H  -2.742  -1.270  0.092
H  0.546  4.536  -0.755
H  -2.646  1.646  4.820
H  -1.559  4.104  -1.599
H  0.080  3.095  -2.850
H  -1.838  4.949  3.262
H  4.052  -4.424  1.086
H  -2.175  3.467  -0.081
H  -1.636  4.133  4.823
H  1.722  3.245  -0.362
H  3.843  0.131  0.774
H  -0.982  -0.691  1.577
H  3.061  -1.930  1.640
H  2.923  1.738  0.869
H  1.276  1.941  -2.223
H  1.554  -3.223  -4.867
H  -3.740  -3.721  -0.606
H  2.475  -0.784  -5.691
H  -1.691  -4.956  -1.932
H  2.635  -5.229  -1.166
H  -3.427  -0.851  4.214
H  -3.223  4.192  4.062
H  0.795  -4.463  -2.711
H  2.390  0.431  -0.289
H  -1.850  -0.954  4.975